Density functional theory data (ωB97M-V/def2-TZVPD) for a molecular structure, C20H30N2O8P2RuS3.

Computed properties:
highest occupied orbital energy (spin up / spin down)	-0.184 / -0.185	hartree
⟨S²⟩	0.757
ΔE to the lowest compared entry with this formula, charge and spin	5.2	kcal/mol
frontier orbital gap (spin up / spin down)	7.3 / 6.9	eV
energy	-94264.20412	eV

```
! wB97M-V def2-TZVPD RIJCOSX def2/J DEFGRID3
* xyz -1 2
Ru -0.187 -0.785 0.252
C 2.443 1.240 0.640
N 2.076 -0.061 0.041
C 2.126 0.073 -1.437
C 1.434 -1.068 -2.158
N -0.026 -1.015 -1.897
C -0.616 0.122 -2.654
C -0.749 -2.216 -2.337
C -0.472 -2.794 -3.568
C -1.225 -3.862 -4.030
C -2.276 -4.335 -3.253
C -2.557 -3.754 -2.031
C -1.798 -2.685 -1.541
S -2.150 -1.991 0.029
C 2.990 -1.132 0.440
C 4.362 -0.913 0.534
C 5.227 -1.944 0.860
C 4.724 -3.218 1.088
C 3.365 -3.444 0.993
C 2.484 -2.408 0.673
S 0.765 -2.746 0.595
H 3.413 1.593 0.279
H 2.460 1.149 1.724
H 1.686 1.976 0.373
H 3.169 0.129 -1.775
H 1.656 1.024 -1.687
H 1.804 -2.030 -1.808
H 1.638 -0.986 -3.231
H -0.333 0.034 -3.708
H -0.292 1.073 -2.248
H -1.699 0.068 -2.569
H 0.338 -2.414 -4.177
H -0.993 -4.317 -4.984
H -2.874 -5.169 -3.599
H -3.365 -4.132 -1.417
H 4.769 0.073 0.362
H 6.288 -1.748 0.942
H 5.391 -4.030 1.350
H 2.955 -4.429 1.180
O 1.288 0.492 3.768
P -0.162 0.702 3.143
O -1.206 1.010 4.159
O -0.440 -0.516 2.262
O 0.043 1.967 2.169
P 0.289 3.499 2.798
O -1.174 3.792 3.414
O 1.297 3.309 3.891
O 0.500 4.402 1.647
H 1.616 1.416 3.983
H -1.428 3.014 3.953
C -1.646 3.796 -1.089
C -2.491 3.268 0.058
S -2.630 1.476 -0.052
O -1.167 1.053 -0.114
C -3.236 1.136 1.606
C -4.687 1.570 1.749
H -1.668 4.885 -1.075
H -2.016 3.451 -2.059
H -0.611 3.494 -0.950
H -3.515 3.645 0.019
H -2.036 3.512 1.018
H -2.573 1.619 2.323
H -3.129 0.059 1.724
H -4.798 2.652 1.687
H -5.049 1.260 2.729
H -5.323 1.107 0.992
*
```

natural (NBO) population analysis, charges in e, atoms 1 to 2:
1. Ru 0.68
2. C -0.41

***

Density functional theory data (ωB97M-V/def2-TZVPD) for C5H7FN2P2 in the gas phase.

Computed properties:
highest occupied orbital energy	-0.307	hartree
SMILES	Fc1ccc([PH2]2N=[PH2]2)nc1
frontier orbital gap	8.6	eV
energy	-29570.36041	eV

```
! wB97M-V def2-TZVPD RIJCOSX def2/J DEFGRID3
* xyz 0 1
C -2.191 1.323 0.456
C -0.825 1.499 0.319
C -1.976 -0.669 -0.909
C -2.832 0.162 -0.106
C -0.062 0.440 -0.373
N -0.611 -0.562 -1.061
N 1.725 -0.957 0.805
F -4.163 -0.076 -0.024
P 3.220 -1.786 0.601
P 1.652 -0.015 -0.331
H -2.870 1.993 0.944
H -0.258 2.333 0.654
H -2.428 -1.684 -1.207
H 3.985 -0.551 0.526
H 3.437 -2.084 1.901
H 1.649 -0.393 -1.728
H 2.549 1.028 -0.466
*
```

natural (NBO) population analysis, charges in e, atoms 1 to 2:
1. C -0.23
2. C -0.22

***

Density functional theory data (ωB97M-V/def2-TZVPD) for C21H39N3O2S in the gas phase.

Computed properties:
highest occupied orbital energy	-0.299	hartree
SMILES	CSCC[C@@H](NC(=O)[C@H]1CC[C@H](C)CC1)C(=O)NCCN1CCC(C)CC1
ΔE to the lowest compared entry with this formula, charge and spin	3.0	kcal/mol
frontier orbital gap	8.8	eV
energy	-41812.82685	eV

```
! wB97M-V def2-TZVPD RIJCOSX def2/J DEFGRID3
* xyz 0 1
C 2.345 -4.192 -4.414
H 2.277 -5.270 -4.526
H 3.114 -3.797 -5.069
H 2.554 -3.910 -3.386
S 0.785 -3.436 -4.944
C -0.412 -4.433 -3.994
C -0.403 -4.144 -2.500
H 0.532 -4.493 -2.053
H -1.233 -4.683 -2.037
C -0.536 -2.651 -2.223
N -1.130 -2.409 -0.915
C -1.681 -1.216 -0.599
O -1.820 -0.329 -1.423
C -2.093 -1.063 0.855
C -3.447 -0.359 0.954
C -3.814 -0.083 2.408
C -2.743 0.763 3.099
C -3.118 1.041 4.551
H -3.207 0.109 5.106
H -4.069 1.565 4.608
H -2.359 1.654 5.032
C -1.396 0.046 3.009
C -1.019 -0.222 1.557
H -0.926 0.728 1.024
H -0.054 -0.734 1.506
H -0.620 0.653 3.482
H -1.455 -0.901 3.552
H -2.663 1.720 2.569
H -4.775 0.434 2.448
H -3.922 -1.030 2.943
H -3.390 0.578 0.396
H -4.215 -0.978 0.485
H -2.153 -2.046 1.333
H -0.877 -3.053 -0.181
C 0.844 -1.960 -2.199
O 1.843 -2.536 -1.809
N 0.797 -0.672 -2.572
H -0.121 -0.257 -2.682
C 1.886 0.240 -2.306
H 1.863 1.042 -3.045
C 1.753 0.813 -0.884
N 2.679 1.906 -0.667
C 2.122 3.212 -0.969
C 1.135 3.720 0.092
C 1.783 3.723 1.478
C 0.781 4.138 2.552
H 1.255 4.154 3.531
H 0.385 5.129 2.344
H -0.051 3.437 2.586
C 2.358 2.335 1.766
C 3.309 1.916 0.638
H 3.721 0.923 0.833
H 4.144 2.623 0.590
H 2.895 2.340 2.717
H 1.543 1.612 1.841
H 2.610 4.444 1.471
H 0.807 4.727 -0.173
H 0.251 3.078 0.110
H 1.633 3.165 -1.944
H 2.960 3.912 -1.045
H 1.966 0.006 -0.179
H 0.704 1.112 -0.743
H 2.824 -0.308 -2.402
H -1.180 -2.169 -2.965
H -1.379 -4.181 -4.428
H -0.198 -5.485 -4.190
*
```

natural (NBO) population analysis, charges in e, atoms 1 to 2:
1. C -0.75
2. H 0.21

***

Density functional theory data (ωB97M-V/def2-TZVPD) for C3H5NO2 in the gas phase.

Computed properties:
highest occupied orbital energy	-0.376	hartree
SMILES	O=C1NCCO1
ΔE to the lowest compared entry with this formula, charge and spin	4.6	kcal/mol
frontier orbital gap	11.0	eV
energy	-8777.49337	eV

```
! wB97M-V def2-TZVPD RIJCOSX def2/J DEFGRID3
* xyz 0 1
O 2.624 0.070 -0.231
C 1.424 0.113 -0.159
N 0.606 -0.701 0.603
C -0.773 -0.555 0.189
C -0.696 0.875 -0.321
O 0.635 1.009 -0.829
H 1.003 -1.596 0.846
H -1.067 -1.297 -0.569
H -1.498 -0.575 1.005
H -0.793 1.557 0.530
H -1.466 1.100 -1.063
*
```

natural (NBO) population analysis, charges in e, atoms 1 to 2:
1. O -0.60
2. C 0.87

***

Density functional theory data (ωB97M-V/def2-TZVPD) for 12 unconnected molecules or ions with the total composition C4H28NO13S.

Computed properties:
highest occupied orbital energy	-0.193	hartree
frontier orbital gap	8.1	eV
energy	-43544.73806	eV

```
! wB97M-V def2-TZVPD RIJCOSX def2/J DEFGRID3
* xyz -1 1
O -0.438 -0.126 1.969
C 0.530 0.640 1.826
N 0.652 1.258 0.615
C 1.536 2.291 0.253
O 2.032 3.007 1.028
C 1.008 1.445 3.046
C 2.411 1.033 3.081
S 2.298 -0.408 1.921
H 0.322 0.657 -0.177
H 1.401 2.522 -0.908
H 0.869 2.474 2.938
H 0.565 1.193 4.041
H 3.016 1.902 2.671
H 2.703 0.816 4.125
H -0.858 -1.827 -0.923
H -0.230 -2.919 -0.376
O -0.627 -2.728 -1.279
H -3.325 0.043 -0.449
H -2.132 -0.441 0.267
O -2.462 -0.515 -0.598
H 2.358 0.233 -0.695
H 1.402 0.376 -1.896
O 2.216 0.644 -1.538
H -1.018 0.234 -4.667
H 0.122 -0.772 -4.456
O -0.128 0.127 -4.752
H -2.351 2.817 0.317
H -1.412 1.596 0.286
O -2.123 1.997 -0.123
H -4.801 0.508 1.802
H -3.373 0.841 1.175
O -4.314 0.720 0.990
H 1.748 -1.849 -3.214
H 0.421 -2.719 -2.737
O 0.991 -2.208 -3.448
H 3.462 -1.917 -2.010
H 3.223 -0.389 -2.296
O 3.224 -1.253 -2.697
H -3.005 -0.948 2.830
H -1.881 0.120 2.766
O -2.900 -0.020 2.792
H -1.036 0.239 -2.293
H 0.214 -0.970 -2.428
O -0.178 -0.222 -2.166
H 0.398 -2.977 2.166
H -0.341 -1.755 1.757
O -0.192 -2.772 1.465
*
```

natural (NBO) population analysis, charges in e, atoms 1 to 2:
1. O -0.87
2. C 0.57